53
Properties=species:S:1:pos:R:3:lowdin_charge:R:1 method="wB97M-V/def2-TZVPD" smiles="COc1ccc(C(=O)NC[C@]23C=C[C@H](O2)[C@@H]2C(=O)N(Cc4ccccc4)C(=O)[C@@H]23)cc1" gap_ev=9.49 de_lowest_kcal_mol=8.3 lumo_energy_ev=0.60 max_force_ev_per_a=0.57
C -8.703 -1.314 -0.673 -0.09
O -8.015 -0.214 -0.126 -0.08
C -6.667 -0.284 0.006 -0.27
C -5.883 -1.372 -0.369 -0.01
C -4.510 -1.329 -0.199 -0.03
C -3.894 -0.212 0.351 -0.15
C -2.426 -0.115 0.574 -0.46
O -1.938 0.586 1.439 0.09
N -1.661 -0.860 -0.270 0.07
C -0.221 -0.828 -0.180 -0.06
C 0.386 0.520 -0.575 -0.35
C -0.493 1.518 -1.316 0.03
C 0.338 2.287 -2.003 0.01
C 1.718 1.773 -1.663 -0.22
O 1.494 0.393 -1.463 0.00
C 1.962 2.289 -0.202 -0.08
C 3.367 1.926 0.224 -0.38
O 4.395 2.435 -0.138 0.12
N 3.272 0.876 1.104 0.08
C 4.435 0.158 1.604 -0.06
C 4.799 -0.938 0.636 -0.20
C 4.154 -2.166 0.702 -0.04
C 4.445 -3.154 -0.220 -0.08
C 5.378 -2.922 -1.217 -0.09
C 6.017 -1.696 -1.291 -0.08
C 5.726 -0.705 -0.370 -0.04
C 1.982 0.487 1.389 -0.36
O 1.700 -0.405 2.146 0.12
C 1.041 1.360 0.586 -0.06
C -4.688 0.865 0.747 -0.01
C -6.051 0.837 0.571 0.01
H -8.381 -1.519 -1.699 0.10
H -9.754 -1.032 -0.676 0.09
H -8.572 -2.214 -0.063 0.10
H -6.330 -2.259 -0.788 0.10
H -3.929 -2.198 -0.471 0.11
H -2.076 -1.246 -1.102 0.14
H 0.055 -1.055 0.854 0.12
H 0.198 -1.589 -0.838 0.14
H -1.557 1.581 -1.218 0.11
H 0.141 3.140 -2.621 0.11
H 2.531 1.955 -2.359 0.16
H 1.775 3.358 -0.114 0.17
H 4.167 -0.253 2.580 0.13
H 5.247 0.881 1.702 0.13
H 3.420 -2.340 1.476 0.11
H 3.941 -4.109 -0.162 0.10
H 5.605 -3.695 -1.936 0.10
H 6.741 -1.510 -2.070 0.10
H 6.213 0.257 -0.434 0.11
H 0.274 1.808 1.216 0.16
H -4.207 1.720 1.196 0.12
H -6.672 1.667 0.867 0.12

***

49
Properties=species:S:1:pos:R:3:lowdin_charge:R:1 method="wB97M-V/def2-TZVPD" charge=+1 gap_ev=6.60 de_lowest_kcal_mol=2.7 lumo_energy_ev=-4.45 max_force_ev_per_a=2.19
C -3.583 -1.738 3.848 0.02
N -2.235 -1.708 3.302 -0.06
C -1.871 -2.285 2.130 0.07
C -0.469 -2.116 1.927 -0.11
C 0.269 -2.752 0.925 0.08
C 1.669 -2.452 0.695 -0.20
C 2.223 -1.136 0.671 -0.02
C 3.601 -0.937 0.698 -0.02
C 4.483 -2.035 0.740 -0.24
C 5.973 -1.823 0.849 -0.04
C 3.952 -3.330 0.656 -0.02
C 2.578 -3.537 0.577 0.00
C 0.009 -1.350 3.103 -0.09
C 1.255 -1.065 3.647 -0.01
C 1.319 -0.265 4.801 -0.05
C 0.150 0.071 5.503 -0.06
C -1.109 -0.383 5.086 0.00
C -1.136 -1.089 3.900 -0.17
H -3.612 -1.079 4.718 0.08
H -4.293 -1.382 3.087 0.11
H -3.871 -2.759 4.152 0.11
H -2.579 -2.835 1.514 0.16
H -0.147 -3.725 0.602 0.09
H 1.542 -0.272 0.692 0.14
H 4.010 0.080 0.731 0.13
H 6.507 -2.776 0.808 0.08
H 6.359 -1.197 0.036 0.09
H 6.248 -1.325 1.787 0.09
H 4.617 -4.194 0.674 0.12
H 2.159 -4.542 0.559 0.11
H 2.151 -1.478 3.189 0.11
H 2.289 0.089 5.148 0.11
H 0.215 0.680 6.395 0.11
H -2.043 -0.192 5.612 0.11
C -3.802 -2.954 -3.638 -0.08
C -2.905 -2.644 -2.589 -0.01
C -1.936 -3.595 -2.220 -0.22
C -1.974 -4.848 -2.888 -0.21
C -2.858 -5.204 -3.879 -0.02
C -3.766 -4.208 -4.282 -0.08
N -0.968 -5.603 -2.294 0.11
C -0.353 -4.839 -1.356 -0.15
N -0.925 -3.635 -1.255 0.08
H -4.538 -2.204 -3.962 0.11
H -2.932 -1.695 -2.049 0.11
H -2.809 -6.217 -4.287 0.12
H -4.462 -4.412 -5.090 0.10
H -0.766 -6.578 -2.485 0.17
H 0.482 -5.221 -0.786 0.12

***

53
Properties=species:S:1:pos:R:3:lowdin_charge:R:1 method="wB97M-V/def2-TZVPD" multiplicity=3 s_squared=2.019 gap_ev="6.52 / 5.83" de_lowest_kcal_mol=0.0 lumo_energy_ev="0.17 / -1.00" max_force_ev_per_a=0.46
Pd -0.351 -0.346 0.171 0.40
C -1.400 1.758 -2.441 -0.07
C -0.879 2.580 -1.298 -0.32
C -1.148 3.947 -1.248 -0.03
C -0.621 4.715 -0.232 -0.06
C 0.216 4.110 0.694 -0.14
C 0.441 2.744 0.596 -0.44
N -0.130 1.987 -0.354 0.01
Sb 1.939 1.932 1.929 1.51
C 2.747 0.432 0.594 -0.44
C 4.111 0.200 0.692 -0.14
C 4.711 -0.640 -0.235 -0.06
C 3.940 -1.161 -1.252 -0.03
C 2.574 -0.884 -1.302 -0.32
C 1.749 -1.399 -2.445 -0.07
N 1.986 -0.133 -0.357 0.01
C 0.696 0.689 3.171 -0.45
C 0.889 0.865 4.535 -0.15
C 0.132 0.111 5.416 -0.07
C -0.781 -0.781 4.894 -0.02
C -0.928 -0.911 3.512 -0.30
C -1.918 -1.879 2.954 -0.05
N -0.189 -0.177 2.660 0.04
H -1.046 2.172 -3.389 0.09
H -1.075 0.730 -2.349 0.02
H -2.490 1.766 -2.455 0.08
H -1.768 4.391 -2.016 0.12
H -0.834 5.776 -0.175 0.11
H 0.689 4.685 1.480 0.08
H 4.689 0.667 1.479 0.08
H 5.771 -0.859 -0.179 0.11
H 4.380 -1.783 -2.021 0.12
H 2.154 -1.031 -3.392 0.09
H 1.765 -2.489 -2.471 0.08
H 0.719 -1.083 -2.343 0.02
H 1.619 1.580 4.895 0.08
H 0.251 0.217 6.487 0.11
H -1.395 -1.391 5.543 0.11
H -2.445 -2.402 3.751 0.08
H -2.640 -1.355 2.329 0.05
H -1.411 -2.606 2.321 0.05
S -2.716 -0.396 -0.198 0.63
C -3.076 -2.084 -0.317 -0.71
C -4.428 -2.481 -0.422 -0.14
C -4.780 -3.804 -0.529 -0.11
C -3.786 -4.794 -0.522 -0.11
C -2.465 -4.435 -0.407 -0.14
C -2.075 -3.081 -0.310 -0.71
S -0.390 -2.712 -0.178 0.63
H -5.187 -1.707 -0.421 0.09
H -5.825 -4.082 -0.615 0.10
H -4.058 -5.841 -0.602 0.10
H -1.687 -5.190 -0.396 0.09

***

66
Properties=species:S:1:pos:R:3:lowdin_charge:R:1 method="wB97M-V/def2-TZVPD" smiles="CC(=O)OCc1c(CB(O)O)c(CON=O)cc2c1Nc1cc(CCOCC(F)(F)C(F)(F)C(F)(F)C(F)F)ccc1S2" gap_ev=7.84 lumo_energy_ev=-0.11 max_force_ev_per_a=4.91
C -0.299 -0.463 0.477 0.01
C -0.098 1.142 0.534 -0.38
O 0.089 1.642 1.668 0.07
O -0.199 1.858 -0.691 -0.06
C 0.997 2.630 -0.977 -0.13
C 2.364 1.991 -0.455 -0.02
C 3.265 2.875 0.482 -0.04
C 2.898 4.358 0.930 -0.05
B 1.670 4.463 1.994 -0.51
O 1.703 4.060 3.367 0.10
O 0.396 4.986 1.481 0.03
C 4.635 2.303 1.017 -0.06
C 5.622 3.126 1.980 -0.17
O 5.097 3.146 3.345 -0.13
N 5.459 4.377 3.863 -0.03
O 4.449 4.898 4.240 0.06
C 5.120 0.872 0.606 -0.02
C 4.192 0.078 -0.342 -0.38
C 2.824 0.544 -0.890 -0.14
N 1.929 -0.195 -1.803 0.02
C 2.008 -1.663 -1.659 -0.21
C 0.691 -2.478 -1.948 0.03
C 0.604 -4.027 -1.851 -0.16
C -0.840 -4.699 -2.133 -0.11
C -1.971 -3.916 -1.255 -0.20
O -2.813 -3.066 -2.072 -0.14
C -4.095 -2.823 -1.466 -0.10
C -4.212 -1.346 -0.794 -0.27
F -3.964 -0.414 -1.839 0.07
F -3.259 -1.321 0.261 0.06
C -5.733 -1.137 -0.320 -0.20
F -6.269 -2.290 0.349 0.08
F -6.507 -1.027 -1.530 0.07
C -5.985 0.163 0.590 -0.22
F -5.163 0.204 1.758 0.07
F -5.699 1.380 -0.117 0.07
C -7.508 0.292 1.137 -0.16
F -7.793 -0.639 2.187 0.02
F -8.476 0.293 0.096 0.03
C 1.877 -4.869 -1.488 -0.02
C 3.181 -4.058 -1.201 -0.07
C 3.248 -2.499 -1.266 -0.42
S 4.808 -1.605 -0.878 0.88
H -0.766 -0.674 -0.547 0.06
H 0.671 -1.033 0.654 0.10
H -1.036 -0.740 1.304 0.09
H 1.084 2.672 -2.132 0.14
H 0.841 3.727 -0.655 0.12
H 3.772 4.963 1.356 0.11
H 2.575 4.920 -0.030 0.12
H 0.751 3.880 3.584 0.12
H -0.140 4.208 1.182 0.09
H 6.619 2.538 2.032 0.13
H 5.891 4.154 1.563 0.13
H 6.132 0.467 0.977 0.11
H 2.217 0.012 -2.775 0.14
H -0.254 -1.899 -2.217 0.10
H -1.044 -4.653 -3.253 0.12
H -0.777 -5.771 -1.718 0.11
H -1.412 -3.302 -0.452 0.12
H -2.537 -4.732 -0.686 0.13
H -4.325 -3.557 -0.600 0.14
H -4.932 -2.999 -2.238 0.16
H -7.568 1.334 1.631 0.18
H 1.863 -6.012 -1.432 0.10
H 4.133 -4.651 -0.938 0.09

***

61
Properties=species:S:1:pos:R:3:lowdin_charge:R:1 method="wB97M-V/def2-TZVPD" charge=-1 gap_ev="6.00 / 3.22" de_lowest_kcal_mol=58.8 lumo_energy_ev="1.75 / 1.65" max_force_ev_per_a=0.98
Tl 0.479 -0.269 -0.394 1.02
C 3.179 2.215 1.448 -0.18
C 2.431 1.547 2.585 -0.18
O 1.056 1.796 2.383 -0.21
C 0.239 1.670 3.531 -0.17
C -1.210 1.631 3.069 -0.18
O -1.434 2.708 2.192 -0.12
C -2.271 2.436 1.080 -0.17
C -1.754 3.208 -0.112 -0.14
O -0.526 2.651 -0.590 -0.13
C 0.474 3.629 -0.732 -0.37
C 2.914 2.685 -0.861 -0.13
O 2.601 1.818 0.219 -0.22
H 4.238 1.932 1.482 0.14
H 3.099 3.301 1.564 0.13
H 2.774 1.979 3.532 0.13
H 2.618 0.466 2.601 0.13
H 0.413 2.523 4.199 0.13
H 0.466 0.745 4.075 0.13
H -1.866 1.699 3.946 0.13
H -1.398 0.680 2.561 0.12
H -3.297 2.760 1.293 0.13
H -2.281 1.367 0.850 0.11
H -1.596 4.245 0.190 0.14
H -2.491 3.169 -0.920 0.14
H 0.813 3.272 1.130 0.08
H 0.020 4.499 -1.220 0.14
H 3.473 3.538 -0.475 0.09
H 3.555 2.153 -1.570 0.15
Br 3.350 6.224 -4.247 0.68
C 2.542 4.622 -3.623 -0.76
C 2.298 3.585 -4.533 -0.77
Br 2.899 3.695 -6.315 0.68
C 1.663 2.422 -4.065 -0.64
Br 1.269 1.012 -5.279 0.74
C 1.328 2.159 -2.740 -0.43
O 0.843 1.024 -2.439 -0.31
C 1.691 3.226 -1.663 -0.26
O 0.867 4.049 0.546 -0.04
C 2.163 4.512 -2.312 -0.62
Br 2.491 5.970 -1.128 0.79
N -1.110 -10.428 1.455 0.07
C -1.287 -9.329 1.120 -0.28
C -1.492 -7.994 0.732 -0.29
C -0.647 -6.963 1.234 -0.08
C -0.855 -5.657 0.887 -0.07
C -1.920 -5.299 0.021 -0.24
C -2.739 -6.321 -0.512 -0.07
C -2.535 -7.628 -0.168 -0.08
N -2.149 -3.948 -0.287 -0.03
C -2.701 -3.420 -1.435 -0.07
C -2.653 -2.057 -1.300 -0.19
N -2.091 -1.725 -0.101 -0.07
C -1.806 -2.882 0.483 -0.22
H 0.174 -7.227 1.890 0.10
H -0.178 -4.893 1.249 0.09
H -3.546 -6.060 -1.187 0.09
H -3.174 -8.402 -0.573 0.10
H -3.048 -4.034 -2.245 0.11
H -2.981 -1.299 -1.993 0.09
H -1.382 -2.986 1.467 0.11

***

57
Properties=species:S:1:pos:R:3:lowdin_charge:R:1 method="wB97M-V/def2-TZVPD" charge=-1 gap_ev=6.97 de_lowest_kcal_mol=0.0 lumo_energy_ev=1.88 max_force_ev_per_a=0.99
Fe 0.437 -0.162 -0.148 0.17
C 0.394 2.373 3.496 -0.07
C 0.290 3.609 2.873 -0.06
C 0.507 3.677 1.513 -0.01
C 0.817 2.523 0.787 -0.19
N 0.857 1.305 1.390 0.06
C 0.662 1.271 2.711 -0.18
C 1.085 2.543 -0.660 -0.18
C 1.486 3.697 -1.340 -0.05
C 1.809 3.620 -2.682 -0.11
C 1.738 2.385 -3.329 -0.09
C 1.342 1.248 -2.643 -0.09
C 0.994 1.290 -1.285 -0.17
H 0.245 2.252 4.560 0.10
H 0.034 4.497 3.436 0.11
H 0.411 4.615 0.986 0.11
H 0.719 0.291 3.172 0.06
H 1.568 4.648 -0.825 0.10
H 2.120 4.506 -3.222 0.09
H 1.988 2.319 -4.383 0.09
H 1.264 0.308 -3.179 0.10
C 1.664 -3.364 -1.713 -0.50
C 2.867 -2.617 -1.122 -0.44
S 2.626 -1.007 -0.269 0.97
C 2.939 -1.544 1.430 -0.50
C 1.951 -2.590 1.926 -0.50
S 0.286 -1.878 1.901 0.93
C -0.759 -3.274 1.398 -0.49
C -0.705 -3.607 -0.088 -0.50
S 0.778 -4.524 -0.627 0.87
H 2.032 -3.976 -2.538 0.07
H 0.944 -2.663 -2.126 0.05
H 3.563 -2.393 -1.931 0.07
H 3.405 -3.248 -0.411 0.07
H 2.860 -0.627 2.017 0.06
H 3.964 -1.909 1.518 0.08
H 2.202 -2.892 2.944 0.08
H 1.960 -3.471 1.290 0.01
H -1.771 -2.966 1.670 0.08
H -0.507 -4.141 2.012 0.07
H -0.752 -2.700 -0.683 0.04
H -1.572 -4.217 -0.345 0.08
O -6.268 0.965 -1.449 -0.04
C -5.787 1.062 -0.307 -0.69
O -6.307 1.387 0.781 -0.06
C -4.253 0.809 -0.225 -0.09
C -3.577 0.998 0.971 0.00
C -2.218 0.764 1.037 -0.10
N -1.503 0.333 -0.009 0.05
C -2.165 0.110 -1.163 -0.14
C -3.514 0.357 -1.314 0.07
C -1.342 -0.595 -2.226 -0.57
O -1.733 -0.700 -3.372 0.07
O -0.256 -1.123 -1.739 -0.19
H -4.141 1.325 1.835 0.11
H -1.676 0.922 1.958 0.09
H -4.003 0.175 -2.261 0.13